# C9H14NO3

A gas-phase ion, C9H14NO3 (charge -1) (ωB97M-V with the def2-TZVPD basis set, the Open Molecules 2025 dataset).

Properties
Lowest unoccupied orbital energy (spin up / spin down) (hartree): 0.1157 / 0.0766
Multiplicity: 3
E (Eh): -631.48719
Net charge: -1
<S²>: 2.04
HOMO (spin up / spin down) (eV): -2.4 / -3.1
Orbital gap (spin up / spin down) (eV): 5.564 / 5.197
M (g mol⁻¹): 184.2

XYZ file:
```
27
Properties=species:S:1:pos:R:3:forces:R:3:nbo_charge:R:1
C -1.77465 -0.21421 1.59363 -0.4 1.8 1.1 -0.290
C 0.85827 1.67550 -3.59156 0.3 2.3 -2.7 -0.412
C 0.47501 0.47204 -4.06011 0.2 -2.8 2.4 -0.336
C -0.85875 0.81430 2.26099 -1.0 -2.6 4.0 -0.411
C 0.53753 0.25734 2.56653 2.5 2.1 -0.4 -0.417
C 1.52147 -0.05633 1.36426 -1.6 0.5 -1.1 -0.382
C 0.54802 -0.64293 0.23951 1.9 -1.2 1.3 -0.535
C 0.52532 -0.28547 -1.12462 1.0 3.1 1.8 0.098
C 0.48122 -0.83250 -3.43186 0.6 5.1 2.6 0.187
N -2.22810 -1.21181 2.31727 1.2 -1.1 2.0 0.432
O -3.16998 -1.88599 1.86302 -1.2 -1.1 -0.1 -0.593
O -1.67935 -1.52980 3.44137 -0.4 0.2 -0.5 -0.631
O 0.52070 -1.15223 -2.10522 0.2 -3.0 -3.0 -0.472
H 0.85236 2.52416 -4.41177 0.0 -1.4 2.2 0.185
H 1.35467 1.80958 -2.64797 0.0 0.2 0.0 0.207
H 0.00764 0.25277 -4.97887 -0.1 0.8 -1.5 0.200
H -0.77143 1.69442 1.78195 -0.1 3.0 -2.1 0.187
H -1.27817 1.07999 3.37027 0.6 -0.6 -2.4 0.199
H 1.22050 0.91310 3.18238 -1.3 0.1 -0.1 0.177
H 0.32462 -0.54212 3.21800 0.3 -1.6 0.3 0.246
H 2.13252 0.77469 0.85798 -1.1 -0.5 1.3 0.179
H 2.27664 -0.75048 1.77010 -0.3 -0.2 -0.6 0.195
H 0.74656 -1.65501 0.25550 0.3 -2.7 0.1 0.210
H -0.47371 -0.62257 0.65489 -0.1 0.2 -0.1 0.279
H 0.29367 0.71617 -1.24553 -0.7 1.8 -1.4 0.134
H -2.59855 -0.07543 0.92405 0.4 1.2 -1.0 0.214
H 0.15600 -1.52717 -4.06419 -1.1 -3.6 -1.8 0.151
```
Positions in Å, forces in eV/Å.